This record from the OMol25 dataset describes 2 unconnected molecules or ions with the total composition C4H12O3 in a non-equilibrium geometry. The level of theory is ωB97M-V/def2-TZVPD.

Structure (XYZ):
```
19
Properties=species:S:1:pos:R:3:forces:R:3:lowdin_charge:R:1
O -1.8725 2.5469 1.9193 1.271 -0.325 -1.209 -0.075
O 1.0354 -1.3286 -1.8097 -0.329 0.767 0.828 -0.117
O 0.8246 -0.7032 2.0556 0.844 1.105 0.800 -0.100
C 0.1597 0.8763 -2.0700 -0.560 1.262 0.911 -0.061
C 0.3219 -1.5871 1.0857 -2.734 2.488 -0.628 -0.201
C -0.2952 -0.4719 0.0771 2.083 -0.488 0.235 -0.135
C 0.6987 -0.0671 -1.0249 1.685 -3.709 -0.594 -0.364
H 1.0505 -2.2539 0.6513 -0.011 -0.228 -0.145 0.107
H 0.1874 -1.6362 -2.1583 0.185 -0.011 -0.014 0.074
H -1.7056 1.9076 2.6133 -0.071 -0.144 0.309 0.024
H -0.3026 0.4071 0.6791 -0.253 0.649 0.874 0.066
H 1.7666 0.0915 -0.5029 -2.527 0.413 -1.316 0.189
H 0.4110 0.6769 -3.1028 0.298 -0.502 0.028 0.079
H -0.6338 -2.0091 1.4463 0.845 -0.881 0.100 0.111
H 1.2380 -0.9914 2.8697 -0.025 -1.007 -0.205 0.088
H 0.5398 1.8591 -1.8613 0.068 0.794 0.012 0.068
H -1.3461 -0.6096 -0.1604 0.084 -0.524 -0.791 0.114
H -1.1398 2.3381 1.2762 -1.191 0.474 0.911 0.045
H -0.9381 0.9545 -1.9834 0.338 -0.133 -0.104 0.087
```
Positions in Å, forces in eV/Å.

The calculation puts the LUMO energy at 0.65 eV. For the energy above the lowest of the compared OMol25 structures with the same formula, charge and spin, the calculation gives 173.84 kJ/mol. The value obtained for the HOMO-LUMO gap is 0.396 Ha. The largest force on an atom comes out at 0.08006 Eh/bohr.